2 unconnected molecules or ions with the total composition C5H11NO at a distorted geometry. Source: the Open Molecules 2025 dataset; level of theory: ωB97M-V/def2-TZVPD.

```
18
Properties=species:S:1:pos:R:3:forces:R:3
H -0.317786 1.356131 -3.692759 0.18 -0.51 -0.04
C 0.493180 1.471125 -2.970390 0.65 1.49 -0.47
H -0.145017 -1.942950 0.182589 0.28 -0.35 0.32
C -0.418250 0.094305 0.498822 -0.15 -0.29 0.37
C -0.486786 -1.192620 0.877884 -0.10 1.21 0.01
C 0.258609 0.474930 -0.725911 -0.30 0.25 -0.89
H -0.917934 -1.423830 1.841746 -0.13 -0.42 -0.18
O 0.627989 -3.994246 4.107813 -0.05 -0.94 0.51
H 1.077499 -0.174357 -1.021115 -0.52 -0.40 -0.38
N -0.676669 2.668802 -1.201334 -0.57 -0.25 -0.39
H 0.378866 -4.220984 5.011220 -0.20 0.82 0.36
H -0.680932 2.824635 -0.205060 -0.05 0.06 -0.05
H -0.960777 0.830286 1.095355 0.30 0.05 0.01
H 0.952303 2.439040 -3.253405 -0.38 0.07 0.31
H 1.354219 0.824357 -3.112153 -0.52 -0.74 0.02
C -0.044333 1.488476 -1.579741 1.58 -0.38 1.24
H 0.809528 -4.907360 3.854375 0.25 0.12 -0.88
H -0.279937 3.441243 -1.713350 -0.26 0.21 0.13
```
Forces are in eV/Å.

Properties
* LUMO energy: 0.959 eV
* HOMO: -7.39 eV
* energy: -8899.4229 eV
* structure (SMILES): C=C/C=C(/C)N.O
* Kohn-Sham gap: 8.35 eV

These are the natural (NBO) partial charges, in e, on atoms 1 to 8: number 1, H, carries 0.2289; number 2, C, carries -0.6505; number 3, H, carries 0.1919; number 4, C, carries -0.2124; number 5, C, carries -0.3995; number 6, C, carries -0.3492; number 7, H, carries 0.2028; number 8, O, carries -0.9185

***

2 unconnected molecules or ions with the total composition C5H11NO at a distorted geometry. Source: the Open Molecules 2025 dataset; level of theory: ωB97M-V/def2-TZVPD.

```
18
Properties=species:S:1:pos:R:3:forces:R:3
C 1.880814 0.407868 0.080461 -0.52 0.34 0.37
O 0.674742 0.026959 -0.567093 -2.32 2.06 0.29
H 2.675626 0.408806 -0.665127 -0.08 -0.10 -0.01
C 0.059047 -1.768843 -0.132862 -3.01 -0.66 1.00
H -0.999901 1.680395 -1.777215 0.01 -0.05 0.11
C -0.745317 0.566186 0.022382 3.66 2.22 -0.86
H 2.097501 -0.296813 0.887753 0.11 -0.09 -0.04
H -0.093500 0.752446 2.024137 0.28 0.18 -0.06
H -0.903604 -1.071156 0.127675 1.72 -2.27 -0.55
H -1.586778 1.727744 1.538501 -0.23 -0.17 0.02
C -0.772162 1.080738 1.251630 -0.10 -0.80 -0.34
C -1.570501 0.996108 -1.146951 0.02 -0.52 0.02
H 1.148737 -3.121261 0.691910 0.54 0.33 -0.38
N 0.712029 -2.219165 0.855350 -0.47 -0.37 0.49
H -1.849591 0.140782 -1.763567 -0.04 -0.01 -0.02
H -0.029955 -2.210169 -1.130056 0.32 0.02 -0.01
H 1.782026 1.412554 0.501664 0.07 -0.09 -0.07
H -2.479213 1.486820 -0.798593 0.03 -0.04 0.03
```
Forces are in eV/Å.

Properties
* LUMO energy: 0.821 eV
* HOMO: -8.30 eV
* energy: -8896.3503 eV
* structure (SMILES): C=C(C)OC.C=N
* Kohn-Sham gap: 9.13 eV

These are the natural (NBO) partial charges, in e, on atoms 1 to 8: number 1, C, carries -0.2662; number 2, O, carries -0.5638; number 3, H, carries 0.1930; number 4, C, carries 0.0936; number 5, H, carries 0.2370; number 6, C, carries 0.3045; number 7, H, carries 0.2043; number 8, H, carries 0.2326

***

2 unconnected molecules or ions with the total composition C5H11NO at a distorted geometry. Source: the Open Molecules 2025 dataset; level of theory: ωB97M-V/def2-TZVPD.

```
18
Properties=species:S:1:pos:R:3:forces:R:3
H 0.369363 -3.500122 -0.460753 -0.22 0.55 0.87
H -1.808667 -0.090365 -1.643857 -1.35 -1.12 -0.71
H -0.627204 0.713866 -2.620378 0.63 -0.69 0.80
H 1.745140 -0.898727 0.603115 -0.57 -1.63 -0.72
O -1.457068 0.244780 0.490668 0.92 -0.37 -0.85
C 1.572770 -1.915989 0.090179 2.18 1.51 1.46
H 2.575181 -2.353392 -0.226791 -1.75 0.41 -0.19
C -0.770991 0.056363 -1.727028 0.60 1.48 -0.15
H 0.911810 2.789259 1.798879 -0.91 -1.49 -1.35
H 1.392099 1.011989 1.684375 -0.90 1.23 -1.37
H 0.785641 1.906737 -0.661788 1.58 0.67 -1.78
H -0.537121 -2.188804 0.667684 1.82 -0.42 -1.20
C 0.567918 1.773589 1.361788 1.31 -0.08 1.31
N 0.076046 1.707717 -0.039563 2.50 1.41 2.12
H -0.238528 1.360607 1.913489 -0.90 0.31 0.83
C 0.419468 -2.557291 0.130968 -1.37 -0.56 -0.13
C -0.664960 0.675111 -0.373350 -3.45 -1.15 1.97
H -0.188726 -0.854005 -1.597730 -0.12 -0.06 -0.91
```
Forces are in eV/Å.

Properties
* LUMO energy: 0.941 eV
* HOMO: -9.54 eV
* energy: -8898.9884 eV
* structure (SMILES): CNC(C)=O.C=C
* Kohn-Sham gap: 10.48 eV

These are the natural (NBO) partial charges, in e, on atoms 1 to 8: number 1, H, carries 0.1984; number 2, H, carries 0.2550; number 3, H, carries 0.2207; number 4, H, carries 0.1832; number 5, O, carries -0.6653; number 6, C, carries -0.4187; number 7, H, carries 0.2050; number 8, C, carries -0.7287

***

A molecular structure, C5H11NO at a distorted geometry. Source: the Open Molecules 2025 dataset; level of theory: ωB97M-V/def2-TZVPD.

```
18
Properties=species:S:1:pos:R:3:forces:R:3
H -1.524092 -2.749755 0.426536 0.07 0.04 0.03
H -0.741274 -0.861290 -1.714366 -0.07 -0.08 0.08
C 0.552455 -1.166843 -0.177821 0.12 -1.00 -1.54
H -2.453329 -2.363358 -1.006885 -0.05 0.04 0.05
H 0.690949 -1.896785 0.616254 0.47 0.04 -0.30
C 1.552815 -0.335160 -0.744531 0.14 -0.98 3.21
C 1.763499 0.190995 0.486316 0.43 -0.20 -1.77
H -0.720454 1.420443 -0.412871 0.07 -0.01 0.02
H 1.805334 0.087854 1.560332 -0.11 -0.25 -0.43
C 0.389358 2.490627 0.754957 2.10 -0.67 0.45
H -2.340994 -1.180421 0.314614 0.12 0.00 -0.08
C -1.788259 -1.939452 -0.254313 -0.31 -0.14 -0.08
O -0.565546 2.357324 -0.253676 -0.41 -0.15 -0.44
H 0.790268 3.505352 0.727324 -0.27 0.03 0.10
N -0.591196 -1.458966 -0.912231 -0.43 1.04 0.74
H 1.818776 -0.105055 -1.761649 0.38 0.18 -0.14
H 0.018987 2.239864 1.754712 -0.29 0.28 0.03
H 1.342702 1.764625 0.597298 -1.97 1.83 0.07
```
Forces are in eV/Å.

Properties
* LUMO energy (spin up / spin down): 0.859 / 0.859 eV
* HOMO (spin up / spin down): -6.72 / -6.72 eV
* energy: -8894.8940 eV
* Kohn-Sham gap (spin up / spin down): 7.58 / 7.58 eV

These are the natural (NBO) partial charges, in e, on atoms 1 to 8: number 1, H, carries 0.1993; number 2, H, carries 0.3777; number 3, C, carries 0.0308; number 4, H, carries 0.2069; number 5, H, carries 0.1902; number 6, C, carries -0.3260; number 7, C, carries -0.2996; number 8, H, carries 0.4563

***

A single C5H11NO molecule at a distorted geometry. Source: the Open Molecules 2025 dataset; level of theory: ωB97M-V/def2-TZVPD.

```
18
Properties=species:S:1:pos:R:3:forces:R:3
H 1.636430 -0.069638 -0.703449 0.61 0.16 -0.25
H 0.415344 -1.371935 1.633561 0.00 -0.10 0.29
C 0.805351 0.228394 -1.340007 -1.23 -0.35 0.83
H -0.840358 -0.590461 2.619752 -0.20 -0.34 0.33
H -1.777437 -2.558336 2.274990 0.07 -0.06 -0.26
C -0.408406 -0.554672 -0.787457 0.08 0.16 -1.44
H -1.212421 -0.505394 -1.529472 -0.06 0.44 0.15
C -0.871800 -0.069160 0.564869 -1.09 -0.36 0.56
H -0.494428 0.902253 0.873247 0.64 0.01 -0.18
C -0.644921 -1.092822 1.675337 0.48 0.68 -0.89
H 0.947351 -0.051633 -2.375230 0.30 -0.03 -0.24
H -0.202479 -1.629187 -0.820233 0.33 0.06 0.48
H -1.943914 0.142030 0.506219 -0.08 -0.26 0.12
H 1.398634 3.449106 -0.872907 0.17 0.10 -0.07
C 1.545867 2.380312 -0.993004 -0.35 0.26 -0.11
H 2.548204 1.965887 -0.901227 0.22 0.01 0.19
N 0.541286 1.668974 -1.252005 0.29 -0.47 -0.06
O -1.442304 -2.243719 1.427016 -0.19 0.06 0.57
```
Forces are in eV/Å.

Properties
* LUMO energy: 0.991 eV
* HOMO: -9.76 eV
* energy: -8899.6851 eV
* structure (SMILES): C=NCCCCO
* Kohn-Sham gap: 10.75 eV

These are the natural (NBO) partial charges, in e, on atoms 1 to 8: number 1, H, carries 0.1672; number 2, H, carries 0.1509; number 3, C, carries -0.2537; number 4, H, carries 0.1662; number 5, H, carries 0.4727; number 6, C, carries -0.4066; number 7, H, carries 0.2075; number 8, C, carries -0.4341

***

A molecular structure, C5H11NO at a distorted geometry. Source: the Open Molecules 2025 dataset; level of theory: ωB97M-V/def2-TZVPD.

```
18
Properties=species:S:1:pos:R:3:forces:R:3
H 1.461228 -1.006654 0.396668 -0.55 0.27 -0.14
H -0.634231 -1.432685 0.146153 -3.95 0.30 1.39
H 0.132244 -0.734154 -2.211644 0.27 0.02 -0.07
C 0.270512 0.637562 0.204890 1.04 0.40 -0.92
H -0.460939 1.264058 2.126780 0.10 0.00 -0.05
C 0.480043 0.963839 1.659597 0.03 -0.01 0.30
H -2.125923 -0.667076 1.498763 -0.13 -0.26 -0.05
H 0.868042 0.119781 2.235053 -0.04 -0.02 -0.11
O -2.837986 -1.118861 -0.348029 0.76 -0.13 1.24
H -0.565673 2.516383 -0.269279 0.24 -0.08 0.10
H 1.213605 -2.040918 -1.701280 -0.12 0.07 0.09
C -0.179500 1.575212 -0.645368 -0.69 -0.91 0.27
N 0.681970 -0.684477 -0.188442 1.62 0.68 0.01
H -0.445197 1.353760 -1.671081 0.35 0.00 -0.05
H 1.191280 1.792035 1.771208 -0.17 -0.19 -0.05
H 1.899169 -0.424189 -1.899328 -0.20 0.16 -0.31
C -1.953392 -1.139506 0.496092 1.71 -0.52 -2.22
C 1.004747 -0.974111 -1.600753 -0.27 0.22 0.58
```
Forces are in eV/Å.

Properties
* LUMO energy: 0.815 eV
* HOMO: -7.61 eV
* energy: -8897.9495 eV
* Kohn-Sham gap: 8.43 eV

These are the natural (NBO) partial charges, in e, on atoms 1 to 8: number 1, H, carries 0.3837; number 2, H, carries 0.1959; number 3, H, carries 0.2168; number 4, C, carries 0.1866; number 5, H, carries 0.2346; number 6, C, carries -0.6648; number 7, H, carries 0.0781; number 8, H, carries 0.2123

***

Going through the records in order, we get relative energy (zero: lowest compared OMol25 entry of this formula, charge and spin) values of 2.274; 5.347; 2.709; 6.803; 2.012; 3.748 eV.